(1)
The following is a DFT calculation (ωB97M-V with the def2-TZVPD basis set) of a structure of composition C28H23BrCoIN4O7 at a distorted geometry.

Each line ends with the Löwdin charge.
CARTESIAN COORDINATES (ANGSTROEM)
I: -2.46 -2.02 -0.83  1.19
Br: -3.89 -0.16 -3.34  0.76
Co: -1.45 0.21 0.49  0.56
O: -3.34 3.56 -0.43  0.11
O: 3.02 3.31 2.59  0.07
O: -2.14 1.69 -0.46  -0.10
O: 1.49 7.45 0.90  0.08
O: 1.81 1.54 2.50  0.08
O: -0.54 1.68 1.65  -0.02
O: -0.37 7.57 -0.18  0.08
N: -2.39 -0.40 2.17  -0.02
N: 0.10 -0.95 1.22  0.01
N: 0.47 6.96 0.46  -0.37
N: 1.98 2.73 2.31  -0.34
C: 1.19 4.83 1.40  0.09
C: -3.21 -0.43 4.26  -0.07
C: -1.36 -0.73 3.04  -0.30
C: -0.94 4.96 0.24  0.08
C: -2.39 -1.21 -3.80  -0.73
C: -0.27 2.85 1.29  -0.26
C: 0.23 5.57 0.72  -0.14
C: -0.17 -2.73 -4.50  -0.07
C: -1.74 -1.98 -2.84  -0.65
C: -0.63 -2.74 -3.19  -0.15
C: 0.96 -3.70 1.85  -0.19
C: 1.37 0.54 -0.97  -0.17
C: 0.37 -4.76 0.91  -0.08
C: 3.13 -1.20 -0.86  -0.04
C: 1.21 0.45 -2.49  -0.06
C: -1.93 -1.21 -5.11  -0.12
C: 2.96 -3.16 0.51  -0.05
C: -0.09 -1.00 2.51  -0.07
C: -2.34 2.93 -0.17  -0.56
C: -1.16 3.63 0.47  -0.03
C: -0.82 -1.96 -5.45  -0.06
C: 1.27 -1.44 0.65  -0.17
C: -1.88 -0.75 4.36  -0.02
C: 1.93 -0.73 -0.37  -0.15
C: 0.96 3.49 1.67  -0.06
C: 3.67 -2.39 -0.40  -0.06
C: -3.48 -0.20 2.89  -0.12
C: 1.76 -2.71 1.03  -0.17
H: 2.17 0.33 -2.99  0.07
H: 0.59 -0.40 -2.76  0.06
H: 4.62 -2.74 -0.78  0.10
H: 1.62 -4.18 2.58  0.12
H: 0.37 0.74 -0.54  0.06
H: 2.12 5.29 1.70  0.13
H: 3.67 -0.64 -1.61  0.11
H: -1.66 5.54 -0.32  0.14
H: -0.13 -3.34 -2.44  0.10
H: -1.32 -0.98 5.24  0.11
H: -0.18 -5.50 1.48  0.07
H: -0.33 -4.29 0.21  0.03
H: 0.74 1.35 -2.86  0.08
H: 1.15 -5.26 0.34  0.07
H: 0.14 -3.22 2.39  0.09
H: -4.41 0.07 2.43  0.12
H: -3.93 -0.35 5.05  0.09
H: -0.48 -1.97 -6.48  0.11
H: 0.74 -1.21 3.19  0.16
H: -2.44 -0.61 -5.85  0.11
H: 2.02 1.38 -0.72  0.13
H: 3.35 -4.12 0.81  0.12
H: 0.69 -3.31 -4.76  0.11

Calculated values
- Orbital gap (alpha / beta): 0.2222 / 0.2024 Ha
- Maximum force: 3.22 eV/A
- Total energy: -6080.73669 Ha

***

(2)
The following is a DFT calculation (ωB97M-V with the def2-TZVPD basis set) of a cluster of 2 separate species, C4H10ClN in total at a distorted geometry.

Each line ends with the Löwdin charge.
CARTESIAN COORDINATES (ANGSTROEM)
Cl: -0.49 -2.83 0.18  0.63
N: -0.27 0.64 -0.04  -0.10
C: 0.95 0.14 -0.45  -0.39
C: 1.88 0.18 0.73  -0.10
C: -1.17 1.12 -0.94  -0.20
C: -1.28 -1.54 0.86  -0.58
H: 1.45 0.78 -1.23  0.13
H: 2.69 -0.51 0.58  0.07
H: -1.21 -1.09 1.87  0.03
H: -2.16 1.25 -0.45  0.07
H: 2.29 1.17 0.93  0.07
H: -0.84 2.15 -1.25  0.11
H: 1.13 0.10 1.53  0.07
H: -2.25 -1.20 0.32  0.05
H: -1.44 0.49 -1.81  0.09
H: 0.73 -0.84 -0.81  0.05

Calculated values
- Orbital gap (alpha / beta): 0.2999 / 0.3393 Ha
- Maximum force: 4.42 eV/A
- Total energy: -673.18107 Ha

***

(3)
The following is a DFT calculation (ωB97M-V with the def2-TZVPD basis set) of a cluster of 2 separate species, C4H12NOP in total at a distorted geometry.

Each line ends with the Löwdin charge.
CARTESIAN COORDINATES (ANGSTROEM)
P: -0.35 -0.53 -0.03  0.89
O: -1.20 -1.71 0.14  -0.37
N: 2.12 -0.98 0.91  -0.07
C: -0.59 0.44 2.45  -0.19
C: -0.93 0.99 -2.23  -0.16
C: -0.15 -0.29 -1.92  -0.30
C: -1.09 0.82 1.09  -0.33
H: 1.93 -1.58 1.69  -0.07
H: -1.15 -0.46 2.77  0.09
H: 0.86 0.04 -2.21  0.08
H: 0.50 0.28 2.41  0.04
H: -0.83 1.20 3.21  0.08
H: -0.33 -1.12 -2.49  0.05
H: 2.40 -0.11 1.34  -0.09
H: -2.15 0.69 1.00  0.08
H: -1.16 1.52 -1.25  0.05
H: -0.83 1.82 0.79  0.07
H: -1.72 0.88 -2.98  0.07
H: -0.12 1.63 -2.75  0.09

Calculated values
- Orbital gap (alpha / beta): 0.2922 / 0.3072 Ha
- Maximum force: 4.35 eV/A
- Total energy: -630.84475 Ha

***

(4)
The following is a DFT calculation (ωB97M-V with the def2-TZVPD basis set) of a structure of composition C9H16Ag2BBr8F4O3 at a distorted geometry.

Each line ends with the Löwdin charge.
CARTESIAN COORDINATES (ANGSTROEM)
Ag: -25.62 -0.76 20.15  0.77
Ag: -26.22 -5.02 17.89  0.69
Br: -31.19 -8.13 20.78  0.54
Br: -31.07 -1.59 15.99  0.50
Br: -27.67 -6.12 23.23  0.62
Br: -24.42 -7.03 18.54  0.62
Br: -24.90 -8.32 23.18  0.50
Br: -22.20 -4.33 21.86  0.66
Br: -29.04 -0.48 18.60  0.58
Br: -24.95 -3.64 25.52  0.57
F: -26.54 -2.53 21.02  0.05
F: -27.05 -4.63 20.06  0.12
F: -26.92 -2.77 18.87  0.05
F: -25.06 -3.70 19.70  0.07
O: -24.53 -4.26 16.42  -0.17
O: -24.80 -2.34 15.53  -0.08
O: -26.49 -3.58 16.10  -0.12
C: -28.74 -6.79 21.71  -0.65
C: -24.39 -7.04 20.64  -0.55
C: -29.96 -7.56 22.26  -0.64
C: -22.92 -3.85 23.64  -0.68
C: -25.31 -3.44 15.87  -1.12
C: -30.13 -2.86 17.24  -0.59
C: -29.92 -2.25 18.69  -0.62
C: -24.87 -8.45 21.14  -0.57
C: -24.43 -4.03 23.63  -0.64
B: -26.41 -3.44 19.98  -1.50
H: -30.76 -3.75 17.15  0.04
H: -24.96 -3.29 23.03  0.05
H: -29.16 -3.09 16.80  0.04
H: -30.63 -6.96 22.87  0.04
H: -29.41 -2.95 19.35  0.05
H: -30.93 -2.21 19.12  0.05
H: -25.21 -6.36 20.85  0.01
H: -28.15 -7.47 21.09  0.05
H: -22.65 -2.81 23.77  0.05
H: -23.43 -6.67 20.99  -0.01
H: -22.40 -4.50 24.35  0.05
H: -24.78 -5.05 23.46  0.00
H: -29.55 -8.47 22.71  0.05
H: -24.23 -9.25 20.79  0.05
H: -29.00 -5.95 21.05  0.04
H: -25.91 -8.66 20.87  0.04

Calculated values
- Orbital gap: 0.0972 Ha
- Maximum force: 7.07 eV/A
- Net charge: -1
- Total energy: -21888.77121 Ha

***

(5)
The following is a DFT calculation (ωB97M-V with the def2-TZVPD basis set) of the ion C11H7O3S with charge -1 at a distorted geometry.

Each line ends with the Löwdin charge.
CARTESIAN COORDINATES (ANGSTROEM)
S: -1.07 2.73 -2.29  0.93
O: 0.98 0.11 -3.33  -0.03
O: -1.48 3.69 -1.21  -0.65
O: -0.74 -0.84 -2.23  -0.01
C: -1.52 -1.78 1.04  -0.11
C: 0.08 1.36 -0.22  -0.29
C: 1.96 0.42 0.83  -0.03
C: -0.47 -2.44 1.61  -0.09
C: -0.20 1.53 -1.65  -0.37
C: 0.79 -1.79 1.70  -0.02
C: -0.24 0.08 0.40  -0.17
C: 0.04 0.06 -2.55  -0.69
C: -1.44 -0.55 0.51  -0.04
C: 1.53 1.45 0.16  -0.04
C: 0.89 -0.56 1.02  -0.12
H: -0.52 2.11 0.42  0.18
H: 2.90 0.39 1.21  0.07
H: -2.44 -2.30 0.97  0.09
H: 2.14 2.31 -0.02  0.11
H: -0.64 -3.38 2.03  0.07
H: -2.16 -0.17 -0.22  0.13
H: 1.60 -2.44 1.83  0.08

Calculated values
- Orbital gap: 0.3076 Ha
- Maximum force: 3.22 eV/A
- Net charge: -1
- Total energy: -1047.27223 Ha

***

(6)
The following is a DFT calculation (ωB97M-V with the def2-TZVPD basis set) of a structure of composition C22H18ClF5N4O4SSe4TeV.

Each line ends with the Mulliken spin population.
CARTESIAN COORDINATES (ANGSTROEM)
Te: -2.45 -2.28 0.07  -0.04
Se: -2.47 -0.89 2.18  -0.03
Se: -0.22 0.04 2.32  -0.03
Se: -0.71 -0.98 -1.29  -0.01
Se: 1.78 2.79 0.55  0.02
V: 0.74 0.35 0.11  1.11
Cl: 2.88 1.93 -5.39  0.00
S: -2.27 2.29 0.32  0.00
F: 2.92 0.90 2.75  0.00
F: 2.67 3.77 6.44  0.00
F: 1.27 5.30 2.25  0.00
F: 1.67 5.73 4.86  0.00
F: 3.28 1.35 5.37  0.00
O: 5.38 0.19 -4.80  0.00
O: 2.51 -0.70 0.15  0.01
O: 4.42 -1.38 -0.77  0.00
O: 5.63 -0.96 -2.92  0.00
N: -4.13 2.55 -1.54  0.00
N: 1.83 0.70 -1.91  -0.03
N: 1.70 1.37 -3.07  0.00
N: -3.59 4.50 -0.39  0.00
C: 3.65 0.34 -3.21  0.00
C: -0.28 1.63 -4.47  0.00
C: 0.48 2.05 -3.38  -0.01
C: -1.88 3.35 -3.96  0.00
C: 1.96 4.54 4.32  0.00
C: 2.57 2.09 3.23  0.00
C: 2.47 3.54 5.13  0.00
C: -3.36 3.14 -0.57  0.00
C: 4.97 -0.15 -3.71  0.00
C: 1.77 4.30 2.98  0.00
C: -1.12 3.75 -2.88  0.00
C: 3.00 0.09 -1.97  -0.01
C: -5.55 2.86 -1.65  0.00
C: -1.46 2.29 -4.76  0.00
C: -2.89 5.16 0.70  0.00
C: -3.82 1.17 -1.90  0.00
C: 2.06 3.07 2.38  0.01
C: 2.77 2.31 4.58  0.00
C: 3.36 -0.73 -0.77  0.00
C: -3.83 5.37 -1.53  0.00
C: 0.07 3.10 -2.58  0.02
C: 2.77 1.16 -3.87  -0.01
H: 5.14 -1.16 -2.02  0.00
H: -2.07 1.96 -5.59  0.00
H: -3.33 6.15 0.83  0.00
H: -4.69 6.02 -1.34  0.00
H: -4.13 0.47 -1.12  0.00
H: -4.01 4.79 -2.43  0.00
H: -2.96 6.01 -1.71  0.00
H: -6.14 2.01 -1.30  0.00
H: -1.45 4.55 -2.24  0.00
H: 0.66 3.40 -1.72  -0.01
H: 0.06 0.79 -5.05  0.00
H: -2.82 3.85 -4.18  0.00
H: -5.79 3.73 -1.04  0.00
H: -3.00 4.58 1.61  0.00
H: -5.83 3.07 -2.69  0.00
H: -2.75 1.05 -2.04  -0.01
H: -1.82 5.25 0.50  0.00
H: -4.34 0.93 -2.83  0.00

Calculated values
- Orbital gap (alpha / beta): 0.1841 / 0.1730 Ha
- Maximum force: 0.52 eV/A
- Net charge: -2
- ⟨S²⟩: 0.799
- Spin multiplicity: 2
- Total energy: -13544.78817 Ha

***

(7)
The following is a DFT calculation (ωB97M-V with the def2-TZVPD basis set) of the molecule CHOPS at a distorted geometry.

Each line ends with the Löwdin charge.
CARTESIAN COORDINATES (ANGSTROEM)
S: -1.71 -1.18 0.49  0.14
P: -1.29 0.49 -0.35  0.43
O: 1.15 0.74 0.86  -0.04
C: 0.61 0.31 -0.09  -0.65
H: 1.24 -0.36 -0.91  0.12

Calculated values
- Orbital gap: 0.2591 Ha
- Maximum force: 3.13 eV/A
- Total energy: -853.43681 Ha
- SMILES string: O=CP=S

***

(8)
The following is a DFT calculation (ωB97M-V with the def2-TZVPD basis set) of the molecule C6H5N at a distorted geometry.

Each line ends with the Löwdin charge.
CARTESIAN COORDINATES (ANGSTROEM)
N: -0.34 1.29 0.91  0.08
C: -1.47 -0.72 -0.37  -0.12
C: 2.70 -0.67 0.53  0.13
C: 1.77 0.05 0.25  -0.08
C: -2.24 -1.60 -0.65  0.09
C: 0.68 0.94 -0.09  -0.26
C: -0.74 0.48 -0.23  -0.30
H: -0.22 0.81 1.80  0.11
H: -3.11 -1.84 -1.20  0.03
H: 0.96 1.79 -0.71  0.14
H: 3.50 -1.33 0.78  0.03
H: -1.49 0.81 -1.01  0.17

Calculated values
- Orbital gap: 0.3726 Ha
- Maximum force: 2.72 eV/A
- Total energy: -286.15758 Ha
- SMILES string: C#C[C@@H]1N[C@@H]1C#C

***

Question: Number 1 is which compound?
Answer: C28H23BrCoIN4O7

***

Question: Which of these has the lowest total energy?
Answer: C9H16Ag2BBr8F4O3